(1)
102
Properties=species:S:1:pos:R:3:forces:R:3:lowdin_charge:R:1 method="wB97M-V/def2-TZVPD" orbital_gap_ev=8.9 largest_force_ev_per_a=3.3 relative_energy_kcal_mol=86.0 molar_mass_g_mol=811.0
F -27.778 -23.226 -23.021 0.5 0.1 0.4 0.067
C -28.737 -24.156 -23.040 -0.3 -1.0 0.1 -0.303
C -29.894 -23.844 -23.701 -1.3 -0.1 -1.0 -0.016
C -30.845 -24.843 -23.944 1.0 1.6 0.0 -0.085
C -30.638 -26.066 -23.398 -1.2 -1.6 -0.1 -0.143
C -29.560 -26.404 -22.622 1.1 1.8 0.4 -0.065
C -28.539 -25.413 -22.462 -0.7 -0.6 -0.4 0.011
H -30.100 -22.869 -24.118 0.4 0.2 0.1 0.115
H -31.693 -24.629 -24.578 -0.1 0.0 0.1 0.107
H -31.394 -26.816 -23.581 -0.1 -0.2 0.1 0.102
H -29.636 -27.350 -22.107 0.8 -0.1 0.0 0.102
H -27.588 -25.591 -21.982 -0.1 -0.2 0.3 0.108
F -31.815 -36.315 -20.370 -0.3 0.8 0.8 0.029
C -31.991 -35.569 -19.217 1.4 -1.3 -1.1 -0.300
C -33.202 -35.144 -18.855 -1.9 1.4 2.0 -0.011
C -33.328 -34.439 -17.591 0.7 -0.2 -1.3 -0.049
C -32.198 -34.165 -16.812 0.1 -0.8 -0.8 -0.093
C -30.962 -34.676 -17.235 -0.5 0.0 -0.7 -0.076
C -30.877 -35.352 -18.450 1.2 0.6 0.7 -0.027
H -34.027 -35.316 -19.530 -0.3 0.0 0.2 0.116
H -34.284 -34.032 -17.296 -0.1 -0.1 -0.1 0.095
H -32.203 -33.551 -15.924 -0.4 -0.1 0.1 0.098
H -30.064 -34.510 -16.658 0.0 0.1 0.0 0.101
H -29.914 -35.597 -18.873 0.1 -0.4 0.2 0.117
F -30.351 -28.420 -9.279 0.5 0.1 0.2 0.050
C -29.119 -28.870 -8.947 1.2 0.0 1.0 -0.263
C -28.354 -28.263 -7.918 -0.2 -0.3 -1.1 -0.017
C -27.096 -28.783 -7.596 -0.1 -0.8 -1.0 -0.093
C -26.566 -29.904 -8.279 -2.3 -0.1 0.1 -0.070
C -27.422 -30.578 -9.222 1.8 1.6 1.3 -0.073
C -28.632 -30.005 -9.588 -0.4 -0.4 0.3 -0.037
H -28.641 -27.343 -7.431 -0.5 -0.1 0.0 0.108
H -26.565 -28.310 -6.784 0.3 0.0 -0.1 0.098
H -25.631 -30.322 -7.937 0.1 -0.1 -0.3 0.090
H -27.051 -31.499 -9.646 -0.2 0.0 -0.3 0.096
H -29.264 -30.530 -10.290 -0.1 0.1 -0.2 0.112
F -36.122 -17.663 -7.724 0.1 0.3 0.4 0.060
C -35.013 -18.417 -7.817 1.4 0.4 -0.2 -0.276
C -35.174 -19.761 -8.042 -2.0 0.4 -0.2 -0.051
C -34.117 -20.548 -8.322 2.1 0.1 0.1 -0.090
C -32.847 -19.956 -8.322 1.1 -0.3 -0.4 -0.093
C -32.604 -18.589 -8.120 -2.0 -1.0 0.1 -0.070
C -33.734 -17.833 -7.815 -0.6 0.5 0.0 -0.017
H -36.171 -20.165 -8.134 -0.2 0.1 0.2 0.120
H -34.269 -21.587 -8.574 0.2 -0.1 0.1 0.108
H -31.979 -20.568 -8.519 0.0 -0.2 -0.2 0.094
H -31.647 -18.111 -8.273 0.1 -0.2 0.3 0.105
H -33.616 -16.778 -7.618 -0.3 0.2 -0.1 0.109
F -24.462 -29.647 -15.350 0.2 0.1 0.0 0.043
C -23.326 -29.105 -15.834 0.8 1.2 -0.7 -0.242
C -22.092 -29.671 -15.432 -1.4 -0.3 -0.4 -0.030
C -20.912 -29.183 -15.941 -0.2 1.8 -1.6 -0.095
C -20.973 -28.092 -16.829 -0.7 -0.2 0.0 -0.086
C -22.208 -27.491 -17.188 0.3 -0.3 0.3 -0.093
C -23.422 -27.958 -16.709 1.0 -2.3 2.2 -0.009
H -22.080 -30.566 -14.827 -0.3 0.0 0.2 0.110
H -19.918 -29.574 -15.786 -0.2 -0.4 0.5 0.103
H -20.031 -27.785 -17.259 -0.1 0.4 -0.1 0.092
H -22.337 -26.631 -17.827 0.8 0.1 -0.2 0.098
H -24.354 -27.433 -16.859 -0.1 -0.3 -0.2 0.109
F -35.178 -12.989 -13.185 -0.2 0.3 0.2 0.075
C -36.018 -13.869 -13.739 -0.4 -1.0 -0.2 -0.294
C -35.692 -15.201 -13.723 1.0 -0.2 0.7 -0.023
C -36.443 -16.125 -14.420 0.5 0.0 -0.5 -0.101
C -37.534 -15.714 -15.132 -0.4 0.6 0.1 -0.098
C -37.979 -14.373 -15.021 0.5 -2.5 -1.3 -0.071
C -37.193 -13.482 -14.343 -0.6 1.6 0.3 -0.031
H -34.814 -15.520 -13.181 0.2 0.0 0.0 0.118
H -36.079 -17.126 -14.596 0.0 -0.2 0.5 0.106
H -37.956 -16.471 -15.776 -0.6 0.3 -0.1 0.099
H -38.817 -14.166 -15.671 -0.2 0.8 0.5 0.103
H -37.523 -12.459 -14.236 0.1 0.2 -0.2 0.117
C -26.713 -21.070 -11.907 0.5 -0.4 0.1 -0.248
S -25.384 -21.366 -10.624 -0.4 0.9 0.4 0.812
O -26.028 -21.277 -9.265 0.4 -0.4 -1.0 -0.582
C -24.897 -23.125 -10.876 -1.2 -0.2 0.2 -0.257
H -27.571 -21.736 -11.812 0.4 -0.4 -0.1 0.051
H -26.188 -21.099 -12.862 -0.2 -0.6 -0.1 0.039
H -27.150 -20.072 -11.907 0.5 0.2 0.9 0.044
H -25.712 -23.714 -10.454 -0.2 0.0 -0.1 0.046
H -24.031 -23.380 -10.265 0.1 0.6 -0.1 0.045
H -24.752 -23.426 -11.913 0.1 0.3 0.0 0.049
C -40.173 -29.051 -15.180 0.8 0.4 0.6 -0.242
S -38.437 -28.351 -15.529 -1.7 -1.3 0.4 0.827
O -37.518 -29.363 -14.908 -0.4 0.7 -0.9 -0.572
C -38.685 -28.671 -17.309 0.2 0.4 0.2 -0.287
H -40.194 -29.215 -14.103 0.0 0.1 0.0 0.039
H -40.307 -30.020 -15.660 0.3 0.1 -0.2 0.046
H -40.995 -28.386 -15.444 0.3 0.2 -0.2 0.045
H -39.561 -28.127 -17.663 -0.2 0.1 0.4 0.049
H -38.888 -29.736 -17.420 0.6 0.1 -0.3 0.052
H -37.855 -28.221 -17.855 0.2 -0.7 -0.1 0.043
C -32.188 -24.542 -14.723 0.3 -0.6 -0.2 -0.262
S -30.999 -24.940 -16.078 2.8 0.6 0.4 0.841
O -29.590 -24.328 -15.844 -2.7 -0.7 -0.1 -0.598
C -30.730 -26.703 -15.680 -0.7 -0.3 0.8 -0.273
H -33.073 -25.093 -15.041 -0.1 -0.1 0.2 0.040
H -32.456 -23.487 -14.673 0.4 0.0 -0.3 0.049
H -31.854 -24.894 -13.747 0.1 0.0 -0.1 0.054
H -30.116 -27.279 -16.373 -0.1 0.7 -0.4 0.052
H -31.695 -27.202 -15.590 -0.1 0.0 -0.2 0.044
H -30.253 -26.801 -14.705 0.1 0.4 0.1 0.054

(2)
25
Properties=species:S:1:pos:R:3:forces:R:3:lowdin_charge:R:1 method="wB97M-V/def2-TZVPD" orbital_gap_ev=8.7 largest_force_ev_per_a=3.5 relative_energy_kcal_mol=0.0 smiles="CCC=P#P(C)C(C)C" molar_mass_g_mol=162.2
C -0.248 -4.291 -0.647 2.2 -0.8 -2.6 -0.123
C -1.205 -3.116 -0.978 0.2 -1.5 0.3 -0.366
C -0.619 -1.788 -0.804 -0.5 1.1 0.1 -0.587
P -1.170 -0.646 0.254 -0.1 1.2 0.0 0.770
P 0.028 1.118 -0.655 -1.5 0.1 1.7 0.776
C -1.311 2.460 -1.138 0.5 -0.2 0.3 -0.355
C 0.593 1.769 1.082 2.2 -0.4 -2.5 -0.638
C 1.111 3.184 0.906 0.2 1.4 1.0 -0.161
C 1.592 0.736 1.650 -1.0 0.4 -2.7 -0.142
H 0.469 -4.431 -1.531 -0.5 0.5 1.1 0.078
H -0.645 -5.341 -0.668 -0.4 1.2 0.7 0.073
H 0.437 -4.078 0.217 -1.1 -0.3 -0.6 0.081
H -1.897 -3.199 -0.197 -1.7 0.0 1.1 0.048
H -1.818 -3.153 -1.909 0.9 -0.4 0.4 0.126
H 0.070 -1.318 -1.446 1.1 -0.5 -1.3 -0.028
H -2.020 2.095 -1.923 1.0 0.2 0.4 0.022
H -0.537 3.164 -1.534 -1.2 -0.1 -0.1 0.002
H -1.968 2.990 -0.387 1.1 -0.8 -0.3 0.043
H -0.218 1.784 1.708 -2.3 0.1 1.4 0.048
H 2.100 3.269 0.460 -0.1 -0.4 -0.6 0.067
H 0.395 3.856 0.353 0.8 -0.7 0.7 0.066
H 1.335 3.640 1.906 -0.6 -0.2 -0.6 0.085
H 1.860 0.853 2.625 0.4 0.7 3.0 0.040
H 2.511 0.672 1.112 0.7 0.3 -0.8 0.068
H 1.154 -0.229 1.543 -0.4 -0.9 0.1 0.010

(3)
64
Properties=species:S:1:pos:R:3:forces:R:3:lowdin_charge:R:1 method="wB97M-V/def2-TZVPD" orbital_gap_ev=6.1 largest_force_ev_per_a=3.8 total_charge=-1 molar_mass_g_mol=777.7
Pb -2.143 1.188 -1.296 0.2 0.2 -0.1 1.422
O -6.537 2.423 -0.887 -0.9 -0.6 -0.6 0.074
C -5.332 2.304 -0.898 0.0 -1.0 0.8 -0.461
N -4.590 1.185 -1.194 -0.5 0.6 -0.2 -0.004
C -5.241 0.064 -1.606 0.2 -0.4 -0.3 -0.474
O -6.397 -0.176 -1.888 -0.4 0.9 -0.1 0.079
C -4.385 -1.177 -1.542 -0.4 -3.7 -0.1 -0.170
C -5.059 -2.466 -1.677 1.1 2.0 0.1 0.023
C -4.447 -3.615 -1.200 1.4 1.9 -0.4 -0.062
C -3.184 -3.519 -0.577 -0.8 2.8 -0.1 -0.024
C -2.613 -2.206 -0.446 -0.6 -2.6 -1.8 -0.099
N -3.124 -1.187 -1.133 -0.6 1.6 1.8 -0.020
C -4.630 3.489 -0.334 3.1 2.1 0.2 -0.190
C -5.408 4.590 -0.030 -1.4 0.7 0.1 -0.016
C -4.844 5.804 0.401 0.1 -0.3 -0.4 -0.039
C -3.433 5.870 0.487 -0.8 0.6 -0.1 -0.069
C -2.687 4.802 0.043 -1.7 -1.9 0.8 -0.138
N -3.263 3.620 -0.257 -0.9 -0.4 -1.0 0.031
H -5.989 -2.454 -2.227 -0.2 -0.2 0.4 0.109
H -4.932 -4.515 -1.411 -0.4 -1.6 0.0 0.082
H -2.657 -4.363 -0.242 0.5 -0.9 0.7 0.078
H -1.686 -2.036 0.079 0.3 -0.1 -0.2 0.108
H -6.508 4.419 -0.191 1.3 0.6 0.3 0.133
H -5.534 6.672 0.539 1.0 -0.8 0.2 0.115
H -2.853 6.701 0.873 -0.5 0.3 -0.2 0.098
H -1.621 4.779 0.085 0.6 0.2 -0.1 0.088
C 5.896 -5.543 5.526 -1.4 -0.1 -1.1 -0.041
O 5.225 -5.418 4.244 0.1 -1.7 1.3 -0.117
C 5.182 -4.263 3.560 0.0 1.2 -1.0 -0.319
C 5.340 -4.381 2.156 0.2 1.9 1.4 0.001
C 5.311 -3.216 1.396 -1.1 0.0 1.7 -0.016
C 4.850 -1.998 1.992 1.3 -1.3 0.8 -0.291
C 4.820 -1.857 3.415 0.4 -1.9 -1.9 -0.010
C 4.948 -3.024 4.171 0.4 -0.2 -1.7 -0.032
N 4.299 -1.006 1.235 -0.7 1.5 -3.3 0.023
N 4.317 -1.193 -0.078 -0.1 -0.9 2.0 0.070
C 3.361 -0.556 -0.821 2.2 0.1 0.1 -0.294
C 3.091 -1.029 -2.127 0.1 -1.1 -0.9 -0.009
C 1.853 -0.857 -2.775 2.0 0.7 1.8 -0.012
C 0.906 -0.113 -2.007 0.0 -1.2 -0.2 -0.391
O -0.305 -0.323 -2.233 -1.0 0.9 0.2 -0.181
C 1.417 0.786 -0.928 0.3 1.0 -0.3 -0.149
N 0.678 1.897 -0.669 1.8 0.9 0.7 0.034
C 1.311 2.863 0.049 -1.2 0.0 -0.6 -0.136
C 2.577 2.759 0.656 -0.2 0.1 -0.1 -0.067
C 3.239 1.585 0.501 0.4 -1.7 -0.8 -0.020
C 2.720 0.605 -0.377 -2.7 0.6 0.0 -0.120
H 6.906 -5.891 5.341 0.1 -0.3 0.2 0.086
H 5.257 -6.213 6.148 0.8 0.3 -0.5 0.102
H 5.931 -4.593 6.002 0.2 0.8 0.5 0.054
H 5.501 -5.361 1.790 0.4 -0.7 -0.6 0.097
H 5.480 -3.182 0.351 -0.1 -0.3 -0.8 0.079
H 4.792 -0.887 3.839 -0.6 0.7 0.4 0.089
H 4.833 -3.001 5.206 0.0 0.2 1.6 0.078
H 3.919 -1.636 -2.578 -1.1 0.2 0.5 0.120
H 1.536 -1.376 -3.673 0.2 0.2 0.1 0.106
H 0.775 3.822 0.066 0.1 -0.4 0.3 0.091
H 3.088 3.557 1.201 -0.7 0.0 -0.2 0.105
H 4.210 1.308 0.890 0.0 0.6 0.3 0.100
N -2.647 1.736 -3.570 0.3 1.3 -1.5 -0.021
C -2.512 2.651 -4.324 0.1 -0.9 2.0 -0.348
N -2.211 3.711 -4.981 0.6 -1.3 0.6 0.054
C -3.064 4.376 -5.690 -2.1 2.2 -2.3 -0.445
N -3.737 5.064 -6.374 1.3 -1.4 1.4 0.055